Computed, not measured: C17H27N5O3 in the gas phase, with wB97M-V/def2-TZVPD.

CARTESIAN COORDINATES (ANGSTROEM)
1 C 5.988 -0.837 4.871
2 C 4.757 0.045 4.623
3 C 4.001 -0.344 3.341
4 C 2.763 0.540 3.086
5 N 2.075 0.138 1.870
6 C 1.070 -0.778 1.717
7 C 0.803 -0.816 0.347
8 C -0.221 -1.663 -0.440
9 C -1.185 -2.381 0.559
10 C 0.492 -2.846 -1.180
11 O 1.226 -2.475 -2.334
12 C 0.379 -1.903 -3.309
13 C -0.190 -0.579 -2.781
14 N -0.908 -0.817 -1.494
15 C -1.929 0.046 -1.172
16 O -2.425 0.079 -0.043
17 C -2.576 0.959 -2.261
18 O -1.632 1.876 -2.795
19 N -2.252 3.126 -3.011
20 C -3.419 3.146 -2.525
21 C -4.400 4.288 -2.643
22 C -3.713 1.876 -1.776
23 C -5.123 1.279 -1.976
24 N 1.657 0.007 -0.254
25 N 2.468 0.607 0.689
26 H 6.506 -0.538 5.783
27 H 5.711 -1.886 4.980
28 H 6.702 -0.764 4.049
29 H 4.088 -0.022 5.483
30 H 5.072 1.089 4.563
31 H 4.678 -0.273 2.485
32 H 3.698 -1.392 3.400
33 H 2.056 0.491 3.915
34 H 3.049 1.590 2.989
35 H 0.637 -1.289 2.562
36 H -0.681 -3.173 1.113
37 H -1.587 -1.706 1.314
38 H -2.034 -2.827 0.040
39 H 1.186 -3.345 -0.502
40 H -0.228 -3.616 -1.469
41 H 0.961 -1.722 -4.213
42 H -0.420 -2.592 -3.593
43 H 0.641 0.095 -2.568
44 H -0.819 -0.209 -3.590
45 H -2.919 0.294 -3.054
46 H -4.902 4.467 -1.693
47 H -3.896 5.210 -2.933
48 H -5.157 4.067 -3.394
49 H -3.590 2.117 -0.717
50 H -5.900 1.953 -1.614
51 H -5.329 1.066 -3.026
52 H -5.227 0.344 -1.423

Energy relative to the best compared isomer or geometry (same formula, charge and spin) (kcal/mol): 96.6
LUMO level (eV): 0.77
Spin multiplicity: 1
HOMO level (eV): -9.000
SMILES string: CCCCn1cc([C@]2(C)COCCN2C(=O)[C@@H]2ON=C(C)[C@H]2C)nn1

Mulliken population analysis, charges in e, atoms 1 to 5: atom 1 (C): -1.278, atom 2 (C): -0.345, atom 3 (C): -0.310, atom 4 (C): -1.082, atom 5 (N): 0.861

---

Computed, not measured: a molecular structure, C17H27N5O6P2Tc, with wB97M-V/def2-TZVPD.

CARTESIAN COORDINATES (ANGSTROEM)
1 Tc 0.010 -0.156 0.532
2 N -0.132 1.739 4.717
3 C -0.560 2.135 3.300
4 C -1.032 3.587 3.301
5 P 0.840 1.847 2.178
6 O 1.968 2.729 2.808
7 O 0.456 2.112 0.752
8 O 1.107 0.331 2.291
9 P -1.935 0.890 2.927
10 O -3.187 1.780 2.572
11 O -2.045 0.087 4.157
12 O -1.598 0.180 1.596
13 H -0.120 2.553 5.333
14 H 0.786 1.292 4.761
15 H -0.839 1.033 5.039
16 H -0.223 4.258 3.592
17 H -1.878 3.724 3.975
18 H -1.364 3.861 2.301
19 H 2.748 2.943 2.273
20 H -3.947 1.669 3.162
21 C 0.357 -0.592 -5.080
22 C 1.101 -1.264 -3.949
23 N 0.602 -0.735 -2.674
24 C -0.630 -0.243 -2.467
25 N -0.938 0.175 -1.220
26 C -2.201 0.942 -1.022
27 C -2.723 1.520 -2.315
28 C -2.812 0.413 -3.336
29 N -1.479 -0.177 -3.492
30 C -1.130 -0.710 -4.822
31 H 0.603 -1.067 -6.029
32 H 0.643 0.459 -5.148
33 H 2.169 -1.056 -3.992
34 H 0.963 -2.348 -3.980
35 H 1.278 -0.607 -1.943
36 H -1.997 1.733 -0.305
37 H -2.944 0.273 -0.582
38 H -2.064 2.310 -2.683
39 H -3.705 1.960 -2.143
40 H -3.104 0.798 -4.311
41 H -3.535 -0.355 -3.050
42 H -1.699 -0.136 -5.549
43 H -1.463 -1.749 -4.885
44 C -0.234 -2.189 0.327
45 C 1.197 -2.372 0.614
46 C 2.159 -2.528 -0.405
47 C 3.502 -2.651 -0.104
48 C 3.906 -2.634 1.230
49 C 2.971 -2.525 2.260
50 C 1.634 -2.390 1.953
51 C 5.304 -2.745 1.553
52 N 6.421 -2.814 1.804
53 H -0.920 -2.499 1.114
54 H -0.567 -2.486 -0.663
55 H 1.836 -2.647 -1.430
56 H 4.235 -2.788 -0.886
57 H 3.302 -2.556 3.288
58 H 0.907 -2.315 2.751

<S²>: 3.80
Net charge: +2
LUMO level (alpha / beta) (eV): -7.61 / -7.36
Spin multiplicity: 4
HOMO level (alpha / beta) (eV): -14.724 / -14.749

Mulliken population analysis, charges in e, atoms 1 to 5: atom 1 (Tc): 0.744, atom 2 (N): -0.154, atom 3 (C): 0.628, atom 4 (C): -1.692, atom 5 (P): 0.479

---

Computed, not measured: a molecular structure, C17H28AuNO2P2S, with wB97M-V/def2-TZVPD.

CARTESIAN COORDINATES (ANGSTROEM)
1 Au 0.118 0.461 0.111
2 P 2.125 -0.691 0.019
3 C 2.444 -1.049 -1.741
4 C 1.150 -1.481 -2.413
5 N 0.011 -1.015 -1.890
6 C -1.166 -1.320 -2.447
7 C -1.249 -2.189 -3.538
8 C -0.077 -2.704 -4.087
9 C 1.145 -2.324 -3.529
10 C -2.415 -0.693 -1.853
11 P -1.961 0.761 -0.850
12 H 2.107 -2.664 -3.909
13 H -2.241 -2.410 -3.932
14 H -0.112 -3.388 -4.932
15 H -3.128 -0.399 -2.641
16 H -2.922 -1.412 -1.188
17 H 2.793 -0.093 -2.189
18 H 3.229 -1.814 -1.850
19 H 0.936 3.653 -1.902
20 O 1.522 2.960 -2.302
21 H 2.201 3.485 -2.753
22 H -0.259 4.400 -0.047
23 O -0.266 4.578 -1.006
24 H -0.912 5.294 -1.143
25 C -1.958 2.172 -1.977
26 H -2.928 2.288 -2.479
27 H -1.709 3.090 -1.421
28 H -1.172 2.034 -2.733
29 C -3.231 0.970 0.407
30 H -2.983 1.848 1.016
31 H -4.222 1.104 -0.042
32 H -3.247 0.086 1.058
33 C 1.943 -2.281 0.873
34 H 2.861 -2.880 0.810
35 H 1.710 -2.103 1.931
36 H 1.120 -2.850 0.419
37 C 3.529 0.218 0.678
38 H 3.305 0.550 1.698
39 H 4.436 -0.401 0.690
40 H 3.714 1.102 0.051
41 S 0.272 1.722 2.128
42 C -0.078 0.572 3.371
43 C 0.968 -0.152 3.979
44 C 0.673 -1.179 4.875
45 C -0.657 -1.500 5.177
46 C -1.691 -0.712 4.650
47 C -1.408 0.321 3.757
48 H 1.990 0.115 3.708
49 H 1.487 -1.745 5.328
50 H -0.887 -2.364 5.810
51 H -2.724 -0.915 4.929
52 H -2.187 0.946 3.322

<S²>: 2.01
Energy relative to the best compared isomer or geometry (same formula, charge and spin) (kcal/mol): 0.0
Net charge: +2
LUMO level (alpha / beta) (eV): -5.74 / -9.10
Spin multiplicity: 3
HOMO level (alpha / beta) (eV): -13.684 / -14.695

Mulliken population analysis, charges in e, atoms 1 to 5: atom 1 (Au): 0.829, atom 2 (P): 0.284, atom 3 (C): -0.945, atom 4 (C): 0.417, atom 5 (N): 0.109

---

Computed, not measured: a molecular structure, C17H28BCsN3O3Ta, with wB97M-V/def2-TZVPD.

CARTESIAN COORDINATES (ANGSTROEM)
1 N -2.053 -0.303 0.138
2 C -3.129 -0.868 0.282
3 O -4.124 -1.420 0.580
4 Cs -1.422 2.850 1.868
5 Ta -0.121 0.026 -0.168
6 N 0.130 1.837 -0.879
7 N 0.784 -1.435 -1.100
8 C -0.455 2.580 -2.026
9 C 0.157 -2.418 -2.012
10 C -0.153 4.074 -1.875
11 C 0.145 2.105 -3.355
12 C -1.961 2.353 -2.043
13 C -0.491 -3.498 -1.150
14 C 1.195 -3.058 -2.933
15 C -0.899 -1.721 -2.854
16 H -0.461 4.446 -0.887
17 H -0.710 4.631 -2.642
18 H 0.913 4.286 -2.017
19 H 1.228 2.272 -3.394
20 H -0.301 2.688 -4.177
21 H -0.053 1.041 -3.551
22 H -2.232 1.287 -2.103
23 H -2.384 2.868 -2.921
24 H -2.442 2.774 -1.144
25 H 0.261 -3.986 -0.516
26 H -0.946 -4.257 -1.801
27 H -1.271 -3.079 -0.500
28 H 1.896 -3.696 -2.385
29 H 1.754 -2.297 -3.488
30 H 0.672 -3.696 -3.657
31 H -1.365 -2.470 -3.509
32 H -0.443 -0.962 -3.501
33 H -1.690 -1.256 -2.250
34 C 1.577 2.097 -0.606
35 H 1.994 1.297 0.038
36 H 2.196 2.123 -1.522
37 H 1.715 3.043 -0.046
38 C 2.129 -1.793 -0.587
39 H 2.397 -1.155 0.276
40 H 2.159 -2.848 -0.234
41 H 2.909 -1.661 -1.371
42 O -0.037 -1.252 2.892
43 B 0.149 -0.069 2.057
44 O 0.249 1.051 3.017
45 C 0.449 0.485 4.248
46 C 0.553 1.162 5.454
47 C 0.363 0.403 6.619
48 C 0.073 -0.966 6.542
49 C 0.001 -1.631 5.308
50 C 0.201 -0.874 4.160
51 H 0.771 2.229 5.449
52 H 0.451 0.887 7.596
53 H -0.086 -1.541 7.457
54 H -0.248 -2.688 5.223

Net charge: +2
LUMO level (eV): -7.84
Spin multiplicity: 1
HOMO level (eV): -14.102

Mulliken population analysis, charges in e, atoms 1 to 5: atom 1 (N): -0.520, atom 2 (C): 0.914, atom 3 (O): -0.396, atom 4 (Cs): 1.188, atom 5 (Ta): -0.254

---

Computed, not measured: 2 unconnected molecules or ions with the total composition C17H28BrFN2OS, with wB97M-V/def2-TZVPD.

CARTESIAN COORDINATES (ANGSTROEM)
1 C -0.247 3.522 -1.043
2 C -0.869 3.348 -2.552
3 S -0.135 1.793 -3.260
4 C -1.428 0.491 -3.531
5 C -1.790 -0.382 -2.210
6 C -2.529 -1.736 -2.733
7 N -3.189 -2.757 -2.793
8 C -0.472 -0.892 -1.401
9 C 0.711 -1.410 -2.354
10 O 0.636 -2.322 -3.211
11 Br 2.509 -0.533 -2.113
12 C -2.784 0.457 -1.253
13 C -2.543 0.159 0.329
14 N -2.296 -0.441 1.359
15 C -4.353 0.196 -1.511
16 C -4.881 0.650 -2.958
17 F -6.331 0.551 -3.104
18 H -1.055 3.911 -0.326
19 H 0.716 4.161 -1.039
20 H 0.105 2.455 -0.744
21 H -0.528 4.272 -3.146
22 H -2.028 3.324 -2.485
23 H -1.109 -0.279 -4.342
24 H -2.361 1.016 -3.983
25 H -0.807 -1.813 -0.775
26 H -0.029 -0.105 -0.700
27 H -2.602 1.579 -1.387
28 H -4.919 0.859 -0.739
29 H -4.684 -0.884 -1.274
30 H -4.390 0.109 -3.841
31 H -4.648 1.786 -3.056
32 C 2.464 1.210 2.296
33 C 3.127 -0.087 1.853
34 C 2.286 -1.329 2.152
35 C 2.010 -1.590 3.636
36 C 3.252 -1.734 4.517
37 C 4.130 -2.916 4.134
38 H 2.318 1.240 3.378
39 H 3.089 2.065 2.023
40 H 1.491 1.336 1.812
41 H 4.116 -0.172 2.314
42 H 3.296 -0.038 0.772
43 H 2.782 -2.202 1.715
44 H 1.324 -1.240 1.633
45 H 1.409 -2.504 3.719
46 H 1.385 -0.785 4.038
47 H 2.926 -1.866 5.555
48 H 3.844 -0.814 4.497
49 H 3.569 -3.853 4.188
50 H 4.979 -2.992 4.819
51 H 4.531 -2.811 3.122

LUMO level (eV): -0.20
Spin multiplicity: 1
HOMO level (eV): -9.573
SMILES string: CCSC[C@@](C#N)(CC(=O)Br)[C@H](C#N)CCF.CCCCCC

Mulliken population analysis, charges in e, atoms 1 to 5: atom 1 (C): -0.550, atom 2 (C): -0.427, atom 3 (S): -0.051, atom 4 (C): -0.872, atom 5 (C): 1.217

---

Computed, not measured: a gas-phase ion, C17H28Cl2NO (charge +1), with wB97M-V/def2-TZVPD.

CARTESIAN COORDINATES (ANGSTROEM)
1 Cl -0.577 2.746 4.622
2 Cl 3.280 1.835 0.878
3 O 1.865 -1.031 0.837
4 C -0.238 0.422 3.362
5 C 1.278 2.178 2.635
6 C 0.300 -0.418 2.413
7 C 0.248 1.736 3.473
8 C 1.870 1.311 1.735
9 C 1.352 -0.015 1.598
10 C -3.712 3.278 1.285
11 C -4.026 1.954 0.641
12 C -2.705 1.216 0.276
13 C -2.888 0.203 -0.817
14 C -1.655 -0.688 -1.176
15 C -0.462 0.178 -1.603
16 C 0.545 -0.623 -2.393
17 C 3.342 -1.777 -2.435
18 C 2.731 -3.293 -0.664
19 C 2.707 -0.818 -0.304
20 C 1.025 -1.895 -1.703
21 N 2.448 -1.939 -1.277
22 H -1.015 0.066 4.026
23 H 1.670 3.150 2.763
24 H -0.028 -1.448 2.370
25 H -3.154 3.890 0.618
26 H -4.655 3.802 1.538
27 H -3.152 3.196 2.221
28 H -4.634 1.366 1.322
29 H -4.601 2.161 -0.281
30 H -1.962 1.934 -0.103
31 H -2.331 0.727 1.174
32 H -3.198 0.679 -1.738
33 H -3.645 -0.505 -0.492
34 H -1.394 -1.284 -0.288
35 H -1.920 -1.323 -2.007
36 H 0.021 0.536 -0.677
37 H -0.817 1.038 -2.227
38 H 1.392 0.006 -2.699
39 H 0.069 -1.002 -3.305
40 H 4.379 -1.790 -2.080
41 H 3.235 -2.586 -3.179
42 H 3.133 -0.830 -2.943
43 H 2.180 -4.095 -1.175
44 H 3.793 -3.494 -0.700
45 H 2.405 -3.339 0.355
46 H 2.492 0.189 -0.704
47 H 3.759 -0.794 0.020
48 H 0.433 -2.045 -0.801
49 H 0.815 -2.766 -2.392

Energy relative to the best compared isomer or geometry (same formula, charge and spin) (kcal/mol): 35.5
Net charge: +1
LUMO level (eV): -2.43
Spin multiplicity: 1
HOMO level (eV): -11.609
SMILES string: CCCCCCCC[N+](C)(C)COc1ccc(Cl)cc1Cl

Mulliken population analysis, charges in e, atoms 1 to 5: atom 1 (Cl): -0.175, atom 2 (Cl): -0.205, atom 3 (O): -0.325, atom 4 (C): -0.782, atom 5 (C): -0.739

---

Computed, not measured: a molecular structure, C17H28CoNO2P2S, with wB97M-V/def2-TZVPD.

CARTESIAN COORDINATES (ANGSTROEM)
1 Co 0.419 0.178 0.195
2 P -1.657 0.198 -0.199
3 C -1.740 0.622 -1.949
4 C -0.578 1.233 -2.456
5 N 0.552 1.148 -1.649
6 C 1.758 1.504 -2.121
7 C 1.891 2.162 -3.338
8 C 0.765 2.406 -4.123
9 C -0.459 1.922 -3.702
10 C 2.943 1.088 -1.291
11 P 2.459 -0.411 -0.319
12 H -1.364 2.052 -4.299
13 H 2.880 2.441 -3.654
14 H 0.865 2.939 -5.068
15 H 3.820 0.803 -1.885
16 H 3.249 1.875 -0.577
17 H -1.808 -1.305 -3.527
18 H -2.703 0.728 -2.466
19 H -0.635 -3.215 -2.592
20 O -1.644 -2.263 -3.654
21 H -2.092 -2.535 -4.476
22 H -0.214 -1.208 0.498
23 O -0.371 -3.469 -1.677
24 H 0.606 -3.476 -1.640
25 C 2.885 -1.818 -1.347
26 H 3.934 -1.703 -1.653
27 H 2.777 -2.737 -0.754
28 H 2.244 -1.894 -2.236
29 C 3.702 -0.389 0.981
30 H 3.624 -1.294 1.583
31 H 4.676 -0.347 0.489
32 H 3.577 0.480 1.629
33 C -2.568 1.613 0.570
34 H -3.535 1.716 0.059
35 H -2.729 1.428 1.640
36 H -2.006 2.551 0.456
37 C -2.905 -1.098 -0.091
38 H -3.123 -1.291 0.966
39 H -3.795 -0.721 -0.612
40 H -2.516 -1.997 -0.582
41 S 0.695 -0.679 2.101
42 C -0.262 -0.099 3.439
43 C -0.091 -0.875 4.603
44 C -0.838 -0.622 5.734
45 C -1.770 0.418 5.726
46 C -1.877 1.265 4.614
47 C -1.064 1.059 3.493
48 H 0.657 -1.658 4.583
49 H -0.672 -1.237 6.616
50 H -2.383 0.598 6.612
51 H -2.575 2.108 4.648
52 H -1.002 1.808 2.702

<S²>: 6.13
Energy relative to the best compared isomer or geometry (same formula, charge and spin) (kcal/mol): 32.4
Net charge: +2
LUMO level (alpha / beta) (eV): -6.88 / -8.40
Spin multiplicity: 5
HOMO level (alpha / beta) (eV): -13.929 / -15.264

Mulliken population analysis, charges in e, atoms 1 to 5: atom 1 (Co): -0.546, atom 2 (P): 1.441, atom 3 (C): -1.685, atom 4 (C): 1.241, atom 5 (N): -0.168

---

Computed, not measured: a molecular structure, C17H28N12PtS2Si2, with wB97M-V/def2-TZVPD.

CARTESIAN COORDINATES (ANGSTROEM)
1 Pt 0.514 1.187 -0.360
2 C -0.245 2.852 3.652
3 Si 1.088 2.004 2.563
4 C 1.825 3.402 1.494
5 C 2.529 1.356 3.670
6 N 0.404 0.743 1.593
7 C -0.322 -0.298 2.031
8 C -0.480 -0.585 3.399
9 C -1.329 -1.570 3.853
10 C -2.046 -2.340 2.944
11 C -1.867 -2.137 1.595
12 C -0.995 -1.160 1.085
13 N -0.732 -1.026 -0.229
14 Si -1.558 -1.781 -1.516
15 C -1.298 -3.697 -1.652
16 C -3.478 -1.632 -1.537
17 C -0.979 -1.089 -3.187
18 H 0.170 3.684 4.216
19 H -0.711 2.167 4.353
20 H -1.022 3.231 2.995
21 H 2.151 4.236 2.112
22 H 1.078 3.777 0.802
23 H 2.677 3.059 0.918
24 H 3.024 2.169 4.195
25 H 3.265 0.863 3.043
26 H 2.192 0.639 4.411
27 H 0.079 0.003 4.112
28 H -1.436 -1.749 4.916
29 H -2.727 -3.109 3.292
30 H -2.380 -2.771 0.887
31 H -1.835 -4.234 -0.874
32 H -0.250 -3.968 -1.569
33 H -1.648 -4.071 -2.612
34 H -3.937 -2.212 -0.741
35 H -3.898 -1.976 -2.479
36 H -3.770 -0.596 -1.398
37 H 0.093 -0.927 -3.224
38 H -1.453 -0.132 -3.381
39 H -1.249 -1.761 -3.999
40 N -1.248 3.133 -2.706
41 C -0.143 2.425 -3.107
42 N 0.280 2.398 -4.366
43 N 1.328 1.571 -4.347
44 N 1.535 1.129 -3.165
45 N 0.633 1.648 -2.327
46 C -1.603 3.333 -1.399
47 N -2.454 4.277 -1.005
48 N -2.540 4.108 0.318
49 N -1.801 3.135 0.703
50 N -1.184 2.601 -0.352
51 H -1.608 3.796 -3.373
52 S 2.998 0.723 -0.231
53 C 3.133 -0.865 -0.717
54 N 2.208 -1.801 -0.328
55 C 2.452 -3.075 -0.941
56 C 2.919 -2.810 -2.376
57 S 4.060 -1.405 -2.176
58 H 1.230 -1.460 -0.325
59 H 1.562 -3.702 -0.902
60 H 3.267 -3.578 -0.399
61 H 2.087 -2.484 -3.005
62 H 3.440 -3.645 -2.843

Energy relative to the best compared isomer or geometry (same formula, charge and spin) (kcal/mol): 28.4
Net charge: -2
LUMO level (eV): 4.09
Spin multiplicity: 1
HOMO level (eV): -0.479

Mulliken population analysis, charges in e, atoms 1 to 5: atom 1 (Pt): 0.209, atom 2 (C): -1.222, atom 3 (Si): 0.406, atom 4 (C): -1.151, atom 5 (C): -1.251

---

| no. | largest force on an atom (eV Å⁻¹) |
| --- | --- |
| 1 | 3.1 |
| 2 | 0.6 |
| 3 | 1.7 |
| 4 | 4.5 |
| 5 | 6.9 |
| 6 | 1.9 |
| 7 | 3.5 |
| 8 | 2.1 |